Molecular formula: C3H14N2O3
Method: DFT, the ωB97M-V functional and the def2-TZVPD basis

```
22
Properties=species:S:1:pos:R:3:forces:R:3:mulliken_charge:R:1
C 1.8751 -1.4707 -1.5361 1.360 0.653 -1.260 -1.3143
C 0.8214 -0.9497 -0.6093 0.552 0.689 0.163 0.9579
N 0.8008 0.5033 -0.5252 -1.456 -1.922 1.386 -0.4627
C 0.0752 -1.6792 0.2438 0.071 1.429 0.135 -0.6525
N -0.7164 -0.8954 1.1933 3.252 2.401 -5.130 -0.3575
H 2.8686 -1.0279 -1.1852 -1.073 -0.646 -0.370 0.2798
H 2.0389 -2.5860 -1.6259 -0.594 1.298 0.207 0.3343
H 1.7319 -0.9838 -2.5757 0.126 -1.052 1.420 0.2860
H 1.4080 1.0614 -1.0766 0.458 -0.118 -0.768 0.2041
H -0.1580 0.9185 -0.4719 1.182 -0.474 -0.418 0.2688
H 0.0327 -2.7842 0.2274 -0.029 0.962 0.147 0.3023
H -0.2269 -0.1680 1.6894 0.315 -0.277 0.073 0.0404
H -1.2001 -1.3964 1.7628 -3.686 -3.994 4.466 0.2055
O -2.8554 0.2520 -0.4136 -1.498 0.296 -0.322 -0.7147
H -3.5466 0.4458 0.2445 0.631 -0.405 -0.295 0.2884
H -2.1237 -0.1947 0.0269 0.291 -0.178 0.680 0.4623
O 0.9481 1.4236 2.3289 0.384 0.124 -0.068 -0.7307
H 1.9054 1.5745 2.3129 -0.296 -0.002 0.294 0.3175
H 0.8054 1.1463 1.4088 0.217 0.153 -0.422 0.3406
O -1.1551 2.2089 -0.6215 1.370 1.152 -0.372 -0.6787
H -1.9764 2.1820 -1.0741 -1.243 -0.395 -0.512 0.3142
H -1.3531 2.4198 0.2765 -0.335 0.306 0.967 0.3089
```
Positions in Å, forces in eV/Å.

For the molar mass, the calculation gives 126.2 Da. The value obtained for the frontier orbital gap is 8.311 eV. The structure (SMILES) is C/C(N)=C/N.O.O.O. As for the multiplicity: 1. The total charge is 0. For the energy relative to the best compared isomer or geometry (same formula, charge and spin), the calculation gives 31.21 kcal/mol.

Molecular formula: C3H14N2O3
Method: DFT, the ωB97M-V functional and the def2-TZVPD basis

```
22
Properties=species:S:1:pos:R:3:forces:R:3:mulliken_charge:R:1
C -0.6757 0.7575 -1.4320 1.927 -0.272 0.976 -0.3480
N -1.5796 -0.4271 -1.1229 2.005 -2.148 -1.674 0.0331
C -2.5298 -0.8283 -2.0528 -3.838 0.051 -1.290 -0.2696
O -2.4150 -2.0167 -2.8579 -2.025 3.814 0.237 -0.3542
C 0.4062 0.7526 -0.3378 0.911 -1.778 1.183 -0.7041
N -0.0071 1.1182 1.0207 0.228 -3.483 -0.574 -0.4845
H -1.2373 1.6691 -1.3414 -0.628 0.281 -0.392 0.3438
H -0.0722 0.7163 -2.4128 -1.714 -0.562 0.823 0.3264
H -1.1604 -1.3404 -0.7111 -0.206 2.343 -0.121 0.3029
H -3.5236 -1.0444 -1.3724 1.561 0.515 -0.904 0.3265
H -2.8822 -0.0036 -2.7476 0.628 -0.817 0.879 0.3719
H -1.7791 -2.5508 -2.4974 2.722 -2.703 1.228 0.2952
H 0.8164 -0.3231 -0.3432 -0.472 1.344 0.315 0.3287
H 1.3284 1.3351 -0.5094 -0.755 0.080 -0.704 0.4127
H -0.3407 2.0009 1.0186 -0.685 4.122 -0.024 0.2194
H -0.8496 0.6386 1.3361 0.390 -0.740 0.017 0.2019
H -0.1770 -1.6726 3.4563 -0.101 -0.066 -0.167 0.3341
H -0.6964 -2.1272 2.0332 1.378 0.008 1.556 0.2846
O 0.1034 -2.1028 2.6385 -1.331 0.014 -1.366 -0.6209
H 6.3040 2.8122 2.2402 -1.613 -0.500 1.425 0.3322
H 4.9290 2.2565 2.8736 -1.524 -1.056 -0.958 0.2999
O 5.7171 2.7076 3.0479 3.141 1.554 -0.463 -0.6321
```
Positions in Å, forces in eV/Å.

For the molar mass, the calculation gives 126.2 Da. The value obtained for the frontier orbital gap (spin up / spin down) is 9.258 / 4.216 eV. As for the multiplicity: 2. The total charge is +1. For the energy relative to the best compared isomer or geometry (same formula, charge and spin), the calculation gives 107.97 kcal/mol.

Molecular formula: C3H14N3P3
Method: DFT, the ωB97M-V functional and the def2-TZVPD basis

```
23
Properties=species:S:1:pos:R:3:forces:R:3:mulliken_charge:R:1
C -1.8238 -0.4236 1.1722 -0.846 0.862 -1.853 -1.3273
C -0.9620 0.7003 0.4858 -2.019 -1.547 -0.577 0.3122
C -1.7107 1.8579 -0.1737 -0.091 -1.122 0.390 -1.5351
N -0.1465 0.0400 -0.5473 0.625 -1.134 0.994 0.0067
P -0.9177 -1.0736 -1.6347 -1.415 2.342 -1.192 -0.0443
N 1.0286 -0.5847 -0.0198 1.023 2.824 -1.567 0.3180
P 1.2610 -1.9523 0.8841 -1.161 -0.228 2.494 -0.2308
N 2.1703 -0.0868 -0.6856 0.316 0.345 0.556 -0.5366
P 2.6152 1.5226 -0.2086 1.646 -0.413 -0.133 -0.0212
H -1.1635 -1.2942 1.2890 -0.517 0.367 0.905 0.2004
H -2.4579 -0.0776 2.0005 0.723 -0.332 0.198 0.3984
H -2.5516 -0.7101 0.3939 -0.002 -0.153 0.247 0.3836
H -0.3829 1.0118 1.2788 2.029 1.029 1.164 0.5478
H -2.6368 1.4859 -0.5157 -1.426 -0.472 -0.369 0.3960
H -1.2226 2.1230 -1.0766 0.841 0.662 -0.617 0.4007
H -1.9404 2.7092 0.4288 0.223 0.508 0.604 0.3420
H 0.0549 -0.9771 -2.6472 0.193 -0.204 -0.081 0.0118
H -0.4554 -2.1999 -1.1007 0.603 -1.963 0.637 0.0073
H 2.6262 -1.9010 0.8855 0.964 0.349 0.325 0.0600
H 1.3183 -2.8755 -0.0633 0.049 -2.120 -1.824 -0.0402
H 2.1323 -0.2084 -1.6870 -0.207 -0.087 -0.162 0.2827
H 3.5888 1.2349 0.8793 -0.840 0.081 -0.802 0.0252
H 1.5762 1.6793 0.6623 -0.710 0.406 0.664 0.0429
```
Positions in Å, forces in eV/Å.

For the molar mass, the calculation gives 185.1 Da. The value obtained for the frontier orbital gap is 9.475 eV. The structure (SMILES) is CC(C)N(P)N(P)NP. As for the multiplicity: 1. The total charge is 0. For the energy relative to the best compared isomer or geometry (same formula, charge and spin), the calculation gives 5.95 kcal/mol.

Molecular formula: C3H14N4
Method: DFT, the ωB97M-V functional and the def2-TZVPD basis

```
21
Properties=species:S:1:pos:R:3:forces:R:3:mulliken_charge:R:1
C 1.1392 -1.3129 -0.4518 0.016 0.262 0.027 -1.4320
C 1.2384 0.1566 -0.0657 -1.257 -0.374 2.233 0.8867
N 2.6004 0.5368 0.1022 0.303 0.044 -0.243 -0.6163
N 0.6178 0.9752 -1.0408 -0.901 0.175 -0.663 -0.7041
N 0.3507 0.2868 1.2842 1.723 -0.234 -0.999 -0.6982
H 1.6963 -1.9279 0.2517 0.075 -0.081 0.036 0.4026
H 1.5458 -1.4359 -1.4520 0.049 -0.060 -0.002 0.3986
H 0.0996 -1.6320 -0.4373 -0.010 0.015 -0.054 0.1517
H 3.0870 -0.0282 0.7841 -0.080 0.136 0.034 0.2408
H 2.7228 1.5235 0.2884 0.015 -0.082 0.104 0.2510
H 0.7251 1.9616 -0.8334 -0.002 -0.013 0.014 0.2743
H -0.3961 0.7730 -1.0591 0.898 0.232 0.021 0.2725
H 0.5696 -0.4364 1.9589 0.271 -0.094 0.009 0.2019
H 0.5328 1.1803 1.7332 0.153 -0.007 -0.090 0.2071
C -2.3748 0.4173 0.1537 1.484 -0.165 2.008 -0.6602
N -2.6507 -0.8112 -0.5848 0.298 -1.080 -0.974 -0.5854
H -2.5711 1.2942 -0.4718 0.372 -0.074 0.029 0.3434
H -3.1066 0.4757 0.9629 -0.258 0.119 -0.026 0.2689
H -1.2995 0.3988 0.7883 -2.774 0.337 -2.267 0.2804
H -2.4632 -0.7968 -1.5857 -0.230 0.723 0.146 0.2655
H -2.0632 -1.5985 -0.3253 -0.146 0.221 0.660 0.2506
```
Positions in Å, forces in eV/Å.

For the molar mass, the calculation gives 106.2 Da. The value obtained for the frontier orbital gap is 8.746 eV. The structure (SMILES) is CC(N)(N)N.CN. As for the multiplicity: 1. The total charge is 0. For the energy relative to the best compared isomer or geometry (same formula, charge and spin), the calculation gives 11.25 kcal/mol.

Molecular formula: C3H14NO2S
Method: DFT, the ωB97M-V functional and the def2-TZVPD basis

```
21
Properties=species:S:1:pos:R:3:forces:R:3:mulliken_charge:R:1
C -1.1431 1.4634 1.2260 -0.282 -0.545 0.274 -1.4372
C -0.1384 0.4004 0.8721 0.292 0.037 -0.247 -0.0288
C -0.4197 -0.9060 1.6392 0.654 -0.446 -1.376 -0.7813
S 1.0359 -1.9643 1.1945 -0.285 -0.049 0.679 -0.1974
N -0.1889 0.0624 -0.6413 -0.201 -1.062 1.310 -0.3142
H -2.1317 0.9851 1.1492 0.060 0.402 0.687 0.3456
H -1.1866 2.3302 0.5976 0.294 0.206 -0.395 0.4939
H -0.8327 1.8045 2.2169 -0.758 -0.152 0.143 0.3875
H 0.8899 0.7441 1.0673 -0.329 -0.161 -0.150 0.3295
H -0.5976 -0.8075 2.7074 0.297 0.279 -0.093 0.4428
H -1.2924 -1.3713 1.1692 -0.140 0.110 0.356 0.4124
H 0.7498 -3.0281 1.9671 -0.023 0.094 -0.185 0.1778
H -0.5208 -0.8988 -0.7632 -0.191 0.028 0.085 0.4058
H -0.8277 0.6541 -1.1659 0.421 0.548 -0.148 0.3251
H 0.7294 -0.0146 -1.0738 -0.040 0.699 -0.318 0.4346
H 0.2388 3.3268 -0.8089 -0.161 -0.213 0.140 0.3230
H -0.5196 3.4448 -2.0717 -0.341 0.114 -0.549 0.2857
O -0.4915 2.9020 -1.2844 0.637 0.231 0.029 -0.6191
H 0.3029 -0.0885 -3.9279 -0.280 0.525 0.205 0.2928
H 0.8446 -1.3392 -3.4450 0.122 -0.449 0.453 0.2953
O 0.4030 -0.5594 -3.0908 0.252 -0.195 -0.902 -0.5736
```
Positions in Å, forces in eV/Å.

For the molar mass, the calculation gives 128.2 Da. The value obtained for the frontier orbital gap is 10.089 eV. As for the multiplicity: 1. The total charge is +1. For the energy relative to the best compared isomer or geometry (same formula, charge and spin), the calculation gives 12.36 kcal/mol.

no.,E_tot (eV)
1,-12459.805
2,-12449.501
3,-35670.266
4,-9297.442
5,-19752.264